{"formula": "C3H5NO", "method": "ωB97M-V/def2-TZVPD", "symbols": ["H", "H", "C", "C", "N", "O", "C", "H", "H", "H"], "positions_angstrom": [[-1.1286, -1.4041, -1.0829], [1.7666, -1.7693, -0.9011], [1.2013, -0.7060, -0.5797], [-0.4844, 0.2628, 0.4991], [-1.7804, 0.5485, 0.9207], [1.6904, 0.5094, -0.6899], [-0.3013, -0.7134, -0.4150], [0.1134, 0.9793, 1.1295], [-1.6233, 1.2588, 2.0003], [-2.6817, -0.0393, 0.9017]], "forces_ev_per_a": [[2.60, 2.10, 2.61], [-0.90, 2.93, 1.17], [0.62, 2.94, -3.63], [-4.22, 0.02, 1.22], [-0.82, 3.14, 5.13], [-0.44, -6.06, 0.90], [1.64, -1.34, -1.08], [0.59, -1.59, -1.75], [-1.58, -3.21, -4.53], [2.51, 1.07, -0.05]], "homo_ev": -8.36, "e_above_lowest_ev": 4.439, "e_tot_ev": -6725.1336, "homo_lumo_gap_ev": 8.873}

{"formula": "C4H6FNOS", "method": "ωB97M-V/def2-TZVPD", "symbols": ["N", "F", "H", "C", "H", "H", "H", "H", "H", "O", "C", "S", "C", "C"], "positions_angstrom": [[0.0906, -0.3556, -0.0239], [-0.9113, 3.0591, -0.9268], [1.0184, 0.6151, 1.5872], [0.8660, -0.3945, 1.1172], [-2.0474, -0.5688, -1.4712], [-0.7456, 0.1602, -2.9289], [0.1509, 2.2913, 0.5118], [-2.0996, 1.2020, -2.1590], [0.6164, -2.2340, -0.3133], [-0.2039, -1.5169, -0.6181], [-0.4152, 1.9882, -0.3425], [1.2891, -1.8897, 1.8714], [-0.4627, 0.7144, -0.7992], [-1.3747, 0.3356, -1.9281]], "forces_ev_per_a": [[1.75, 0.62, 1.71], [-0.81, 0.26, -0.97], [0.07, -1.18, -0.63], [-1.49, -0.48, -0.20], [1.71, 2.00, -1.95], [-1.68, -0.29, 2.25], [0.25, -0.07, 0.53], [1.29, -1.26, 0.47], [-2.78, 2.63, -0.42], [2.66, -4.03, 0.32], [1.35, -1.88, 0.42], [-0.29, 2.12, -1.48], [-0.84, 2.25, 0.87], [-1.19, -0.70, -0.93]], "homo_ev": -8.37, "e_above_lowest_ev": 4.299, "e_tot_ev": -21331.6060, "homo_lumo_gap_ev": 8.252}

{"formula": "C11H9Br2F6N4O5PbS3", "method": "ωB97M-V/def2-TZVPD", "symbols": ["Br", "H", "C", "C", "O", "C", "N", "C", "H", "C", "S", "C", "O", "F", "C", "F", "H", "H", "F", "O", "Br", "H", "O", "O", "F", "H", "Pb", "C", "F", "H", "N", "H", "H", "C", "S", "S", "F", "C", "C", "N", "N"], "positions_angstrom": [[4.2460, 1.3127, -0.0383], [-3.8347, 0.4044, -0.5291], [-2.2487, 0.5544, 0.8840], [0.0861, -0.2864, -4.9201], [0.7695, -1.9218, -0.4621], [-3.9107, -1.0375, 2.5473], [1.5775, 1.1447, 2.9780], [3.7281, 3.1505, 0.4096], [-5.2860, -1.0215, 0.8856], [-0.5602, 0.5029, 2.7877], [2.2903, 3.3216, 1.5058], [2.5000, 1.9673, 2.7050], [2.3356, -1.3718, -4.1180], [-2.1567, -2.6014, -1.6974], [-2.6941, -0.5978, 2.9965], [-0.0507, -1.2885, -5.7985], [-0.4311, 0.1973, 3.8298], [3.9061, 1.0948, 3.8491], [0.6375, 0.7486, -5.5553], [1.3579, 0.3759, -2.7332], [0.4563, 3.7507, -1.5010], [-4.5368, -1.6561, 3.1769], [-1.5609, 1.2730, 0.0613], [1.3522, -3.8528, -1.8350], [-1.1267, 0.0728, -4.5000], [-2.3608, -0.8741, 3.9916], [0.6805, 1.4119, -0.3492], [-4.3312, -0.6711, 1.2598], [-1.3279, -3.6957, -0.0208], [4.6051, 3.6345, 0.8256], [3.6822, 1.9700, 3.3993], [3.4268, 3.6418, -0.5137], [4.4597, 2.4353, 2.9668], [-3.5367, 0.1142, 0.4700], [0.5010, -2.7219, -1.6304], [1.1590, -0.8353, -3.5071], [-1.3615, -4.5865, -1.9903], [-1.8274, 0.1820, 2.2013], [-1.1933, -3.4380, -1.3231], [0.4287, 1.0992, 2.2250], [0.1498, -1.9026, -2.9335]], "forces_ev_per_a": [[-0.08, 0.41, 0.05], [-0.03, -0.02, 0.00], [-0.04, -0.05, 0.18], [-0.12, -0.30, 0.06], [-0.06, 0.40, -0.10], [-0.19, -0.07, 0.10], [0.19, -0.43, 0.75], [0.02, -0.20, 0.23], [-0.01, 0.04, 0.00], [0.30, 0.12, 0.32], [0.00, -0.46, 0.22], [-0.10, 0.69, -0.71], [0.22, -0.18, -0.02], [-0.07, 0.04, 0.14], [0.15, 0.03, -0.04], [-0.01, 0.12, 0.05], [0.08, -0.10, -0.07], [-0.01, 0.00, -0.04], [0.09, -0.04, 0.12], [-0.28, -0.33, 0.08], [-0.11, 1.03, -0.44], [0.01, 0.00, -0.01], [0.36, 0.09, -0.04], [0.09, -0.19, -0.17], [0.07, 0.05, -0.02], [0.02, 0.00, 0.00], [-0.32, -1.31, 0.19], [0.10, 0.01, 0.10], [0.03, 0.00, -0.03], [0.05, -0.07, -0.03], [0.02, -0.08, 0.27], [-0.01, -0.05, -0.01], [0.01, -0.02, -0.04], [0.12, 0.01, -0.11], [-0.28, -0.24, 0.40], [-0.31, 0.25, -0.72], [0.07, 0.08, 0.00], [-0.42, -0.04, -0.33], [0.02, 0.01, -0.19], [-0.12, 0.40, -0.39], [0.55, 0.40, 0.25]], "homo_ev": -5.17, "e_above_lowest_ev": 0.202, "e_tot_ev": -221897.2819, "total_charge": -1, "homo_lumo_gap_ev": 7.157}

{"formula": "C25H43BrCl2O9S2", "method": "ωB97M-V/def2-TZVPD", "symbols": ["H", "H", "H", "C", "O", "Cl", "O", "O", "H", "C", "S", "C", "H", "C", "H", "C", "C", "C", "H", "H", "H", "C", "H", "H", "H", "C", "H", "H", "H", "H", "Cl", "S", "C", "O", "C", "C", "C", "H", "C", "C", "H", "C", "H", "H", "O", "H", "H", "H", "C", "H", "C", "H", "H", "H", "H", "H", "H", "C", "H", "C", "O", "H", "H", "H", "C", "Br", "H", "C", "O", "C", "H", "H", "H", "O", "O", "H", "C", "H", "H", "H", "H", "C"], "positions_angstrom": [[2.8841, 4.3855, 1.9894], [-1.5439, -1.6164, -2.7471], [0.7170, 3.8066, 2.0145], [-1.8138, -2.1284, -1.8243], [-3.3145, -4.6791, 4.7949], [-1.1686, 4.9995, 1.3669], [4.7154, -0.1440, -3.7975], [-0.9891, 1.3634, -2.6867], [-3.6198, 4.7856, -3.2759], [-3.1412, 5.1005, -2.3523], [-4.6976, -3.9828, 4.4141], [5.6013, 0.5386, -1.4507], [-3.8962, -1.6258, -1.8796], [-0.8736, 4.0767, -1.6772], [-2.1196, -1.4409, 2.1861], [-2.4008, -3.9481, 5.6320], [-3.7661, -0.8723, 0.9589], [1.4907, 5.1713, 0.5921], [-3.7340, -3.4280, 7.2550], [-2.8618, -0.3216, -1.2729], [1.0776, 6.1422, 0.3346], [0.2443, 2.9404, 0.1911], [6.0644, -1.5933, -5.5849], [-4.1747, 0.0092, 0.4599], [-0.7418, -3.2026, -0.3120], [0.7574, 1.6810, 0.8022], [-2.0326, -3.5402, 7.7139], [-0.6068, 4.9929, -1.1717], [-4.4305, -5.0104, 2.3181], [7.6383, -2.2179, -6.0853], [2.4696, 4.5543, -0.7967], [5.5085, -0.6691, -2.7308], [-2.8107, -3.9833, 7.0914], [7.0444, -0.6302, -3.1547], [-2.3862, 3.8804, -1.7655], [1.0998, 0.5267, -0.0554], [-0.2858, 2.8698, -1.0057], [4.5910, 0.6986, -1.0781], [7.5368, -1.6844, -4.0018], [-3.0338, -1.4036, -1.2376], [3.3468, 5.9285, 1.3405], [-5.1539, -5.0936, 3.1255], [-2.6502, 2.9975, -2.3384], [7.2029, -2.6546, -3.6297], [-4.4263, -2.6963, 3.8514], [-2.1429, -3.1423, -2.0656], [-2.7125, 3.7037, -0.7376], [-2.2983, -2.9223, 5.2729], [-0.3158, 1.5584, -1.7313], [-5.1787, -6.1037, 3.5264], [0.3950, 4.1641, 1.0411], [-1.4322, -4.4309, 5.5112], [7.4094, -0.4820, -5.7883], [2.0468, 5.8526, 2.5989], [1.4760, -2.1867, -0.6251], [-4.5578, -1.3099, 1.5709], [5.9974, 1.4613, -1.8673], [7.1404, -1.4834, -5.4515], [-6.1432, -4.8026, 2.7790], [0.8694, -0.7259, -2.1375], [5.2210, -1.9448, -2.1495], [-2.5223, 5.9810, -2.4944], [-3.9688, 5.3271, -1.6799], [-2.9859, -5.0091, 7.4169], [0.5748, 0.4531, -1.2518], [-0.1486, 4.2767, -3.5066], [6.2420, 0.1615, -0.6580], [2.4991, 5.3748, 1.7324], [-3.3134, -1.8840, 0.0646], [-0.6654, -2.2303, -0.7977], [0.2981, -0.6960, -3.0587], [0.8706, -2.8614, -2.1612], [1.7456, -0.2197, 0.3809], [0.8717, 1.5741, 1.9746], [-5.6137, -4.1333, 5.5005], [8.6216, -1.6595, -3.9112], [0.7339, -2.0783, -1.4149], [1.9285, -0.6413, -2.4320], [-1.9004, 0.1348, 1.3572], [-2.9301, 0.0219, 2.7985], [-0.8308, -1.4746, -0.0318], [-2.5969, -0.5055, 1.9058]], "forces_ev_per_a": [[-0.02, 0.07, 0.29], [0.09, -0.05, -0.01], [-0.21, -0.06, 0.10], [-0.46, -0.28, 0.75], [-0.14, -0.02, -0.19], [0.18, 0.02, 0.02], [-0.22, -0.25, -0.05], [-1.44, -0.12, -1.69], [0.22, 0.36, -0.31], [-0.45, -0.92, 0.48], [0.19, -0.62, -0.32], [0.10, 0.04, 0.04], [-0.03, 0.25, -0.03], [-0.59, -1.06, -0.81], [0.15, 0.06, 0.13], [0.39, 0.30, 0.54], [0.47, -0.40, 1.35], [0.54, 0.02, 0.64], [0.03, 0.01, -0.01], [0.01, 0.01, 0.32], [-0.19, -0.15, -0.44], [0.32, -0.14, 0.82], [0.02, -0.02, 0.00], [0.07, -0.10, -0.25], [0.04, 0.07, 0.19], [0.02, -0.46, -1.81], [0.05, -0.02, -0.06], [-0.01, 0.08, 0.01], [0.00, 0.03, 0.02], [0.06, 0.00, 0.06], [-0.29, 0.22, 0.00], [0.48, 0.47, 0.33], [-0.28, 0.03, 0.01], [-0.12, 0.09, 0.21], [-0.24, 0.99, 0.09], [0.13, 1.07, 0.89], [-0.19, 0.58, -1.35], [-0.02, -0.05, -0.07], [0.21, -0.45, -0.56], [0.16, -0.50, -0.64], [-0.02, 0.35, 0.23], [0.08, -0.08, -0.06], [0.33, -0.11, 0.01], [-0.11, 0.10, 0.12], [-0.06, 0.26, 0.20], [0.13, 0.03, -0.26], [-0.04, 0.01, 0.03], [-0.15, -0.04, -0.11], [1.26, -0.30, 1.27], [0.00, 0.03, 0.03], [0.27, 0.05, 0.13], [-0.12, -0.15, -0.21], [0.08, -0.03, 0.00], [0.00, 0.04, 0.01], [0.19, -0.06, -0.14], [-0.07, -0.02, -0.14], [-0.03, -0.02, -0.02], [-0.27, 0.10, 0.00], [0.01, 0.07, 0.06], [0.86, -0.13, 0.02], [-0.19, -0.14, -0.23], [0.03, 0.01, -0.08], [0.06, 0.33, 0.03], [0.09, 0.00, -0.01], [0.12, -0.49, -1.08], [0.10, 0.12, 0.24], [0.00, -0.02, -0.02], [-0.01, -0.54, -0.62], [-0.21, 0.66, -0.29], [0.00, -0.03, -0.57], [-0.16, 0.06, 0.04], [0.26, -0.10, 0.09], [-0.07, -0.14, 0.12], [0.45, 0.10, 3.03], [-0.06, 0.25, 0.07], [-0.04, 0.19, 0.21], [-1.12, 0.32, -0.13], [-0.25, 0.13, -0.13], [0.22, -0.09, 0.19], [-0.07, 0.01, -0.01], [0.16, -0.01, 0.12], [-0.61, 0.16, -0.83]], "homo_ev": -9.30, "e_above_lowest_ev": 0.880, "e_tot_ev": -161806.1035, "homo_lumo_gap_ev": 8.185}